{"formula": "C23H27FeN6O5P", "method": "ωB97M-V/def2-TZVPD", "charge": 0, "multiplicity": 5, "homo_ev": [-4.26, -4.16], "total_energy_ev": -87142.1525, "gap_ev": [4.04, 3.94], "symbols": ["Fe", "C", "N", "C", "C", "N", "C", "P", "C", "N", "C", "C", "N", "C", "C", "N", "C", "C", "N", "C", "H", "H", "H", "H", "H", "H", "H", "H", "H", "H", "H", "H", "H", "H", "H", "O", "C", "O", "C", "O", "C", "C", "O", "O", "H", "H", "H", "H", "H", "C", "C", "C", "C", "C", "C", "C", "H", "H", "H", "H", "H", "H", "H"], "coordinates": [[-0.588835, 0.167777, 0.582650], [-0.838093, -4.174544, -3.137077], [-1.206651, -2.910798, -2.533656], [-2.391066, -2.244056, -2.690949], [-2.286872, -1.091505, -1.963682], [-1.064975, -1.046964, -1.363754], [-0.430337, -2.150113, -1.712060], [1.292540, -2.550300, -1.291640], [1.111959, -2.629885, 0.520461], [0.559237, -1.723190, 1.304079], [0.728838, -2.153220, 2.583238], [1.389870, -3.348037, 2.577444], [1.630360, -3.646777, 1.264270], [2.286283, -4.832997, 0.749910], [1.938817, -0.851793, -1.393704], [1.465553, 0.223716, -0.790017], [2.200949, 1.276138, -1.235910], [3.146805, 0.830031, -2.117230], [2.976207, -0.522960, -2.215698], [3.764162, -1.428370, -3.027716], [-1.706895, -4.600250, -3.631396], [-0.489832, -4.873615, -2.378058], [-0.045017, -4.039286, -3.872564], [-3.194880, -2.628842, -3.293913], [-3.007167, -0.300982, -1.830350], [0.371869, -1.574196, 3.416892], [1.697572, -3.998046, 3.377588], [2.519245, -5.502167, 1.573518], [3.210644, -4.569254, 0.237449], [1.635853, -5.351738, 0.047580], [1.999069, 2.283779, -0.907227], [3.903872, 1.352349, -2.675250], [4.539178, -0.862459, -3.537027], [3.142474, -1.923590, -3.773036], [4.236224, -2.188227, -2.405907], [-1.884595, 2.306170, 3.738137], [-1.465885, 1.150604, 3.263263], [-0.421854, 1.032007, 2.661260], [-2.400955, -0.002798, 3.528348], [-2.193800, -1.001291, 2.556477], [-3.357317, -1.237470, 1.766574], [-3.690557, -0.030179, 0.844014], [-4.864782, 0.157007, 0.564134], [-2.673681, 0.639913, 0.468620], [-1.299415, 3.010433, 3.406955], [-3.427286, 0.369334, 3.534734], [-2.175517, -0.419229, 4.515678], [-4.218038, -1.472221, 2.395744], [-3.119513, -2.099095, 1.139797], [-0.243888, 2.796902, 0.187788], [0.010229, 4.170109, 0.117845], [-0.804327, 5.064069, -0.636627], [-0.533239, 6.414649, -0.687528], [0.555314, 6.960663, -0.008243], [1.368059, 6.113578, 0.741948], [1.111915, 4.760232, 0.807037], [0.426602, 2.173015, 0.774963], [-1.100697, 2.349089, -0.309856], [-1.647518, 4.654196, -1.181070], [-1.179200, 7.066876, -1.265369], [0.766572, 8.021181, -0.062794], [2.214508, 6.524921, 1.281873], [1.751904, 4.111709, 1.399041]], "forces_ev_per_angstrom": [[-0.2, 0.2, -0.6], [0.1, -0.1, -0.1], [0.1, 0.2, 0.2], [0.0, 0.1, 0.0], [-0.2, 0.0, -0.1], [-0.1, 0.0, 0.5], [0.0, -0.1, -0.3], [-0.1, 0.4, 0.2], [0.2, -0.2, 0.0], [-0.3, 0.4, -0.3], [0.0, 0.0, 0.2], [0.0, 0.0, 0.1], [-0.2, 0.3, -0.1], [0.1, -0.1, -0.1], [0.2, -0.2, -0.2], [-0.4, -0.2, 0.3], [0.2, 0.3, 0.0], [-0.1, 0.0, 0.0], [-0.1, 0.0, 0.1], [0.0, -0.1, -0.1], [0.0, 0.0, 0.0], [0.0, 0.0, 0.0], [0.0, 0.0, 0.0], [0.0, 0.0, 0.0], [0.0, 0.0, 0.0], [0.0, -0.1, 0.0], [0.0, 0.0, 0.0], [0.0, 0.0, 0.0], [0.0, 0.0, 0.0], [0.0, 0.0, 0.0], [-0.1, 0.0, 0.0], [0.0, 0.0, 0.0], [0.0, 0.0, 0.0], [0.0, 0.0, 0.0], [0.0, 0.0, 0.0], [-0.1, -0.1, 0.2], [-0.2, 0.3, -0.1], [0.4, -0.3, -0.2], [-0.1, 0.0, -0.1], [0.0, -0.1, 0.1], [-0.1, 0.3, -0.3], [-0.2, -0.6, 0.5], [0.2, 0.0, -0.2], [1.0, 0.1, 0.0], [0.1, 0.0, -0.1], [0.0, 0.0, 0.0], [0.0, 0.1, 0.1], [0.0, 0.0, 0.0], [0.0, 0.0, 0.0], [-0.2, -0.8, 0.1], [0.1, 0.0, 0.0], [0.1, 0.1, 0.0], [0.0, -0.1, 0.0], [0.1, 0.3, 0.1], [-0.1, 0.0, -0.1], [0.0, -0.1, -0.1], [0.0, 0.2, 0.1], [0.0, 0.1, 0.0], [0.0, 0.0, 0.0], [0.0, 0.0, 0.0], [0.0, 0.0, 0.0], [0.0, 0.0, 0.0], [0.0, 0.0, 0.0]]}